# 1
Density functional theory data (ωB97M-V/def2-TZVPD) for one molecule with the formula C5H10O.

ORCA input file:
```
! RIJCOSX wB97M-V def2-TZVPD def2/J DEFGRID3
* xyz 0 1
C 2.812 -0.306 -0.023
O 1.489 -0.864 -0.043
C 0.632 -0.205 -0.784
C -1.683 1.352 0.230
C -0.705 -0.880 -0.590
C -1.477 -0.134 0.518
H 3.456 -1.045 0.455
H 3.138 -0.104 -1.044
H 2.804 0.621 0.554
H -2.220 1.496 -0.714
H -2.262 1.829 1.028
H -0.726 1.873 0.138
H -1.269 -0.808 -1.527
H -0.603 -1.938 -0.310
H -0.939 -0.259 1.466
H -2.447 -0.628 0.646
*
```

Energy above the lowest of the compared OMol25 structures with the same formula, charge and spin ... 2.948 eV
Energy ... -7391.817 eV
Frontier orbital gap ... 9.24 eV
E_LUMO ... 0.035 Eh

***

# 2
Density functional theory data (ωB97M-V/def2-TZVPD) for a 8-piece molecular cluster, C34H53F18NO13 overall.

ORCA input file:
```
! RIJCOSX wB97M-V def2-TZVPD def2/J DEFGRID3
* xyz 0 1
C 5.638 -3.477 1.708
C 4.580 -2.418 1.620
C 4.811 -1.395 0.491
N 3.838 -0.248 0.298
C 3.718 0.597 1.504
C 3.069 1.926 1.242
C 3.456 2.787 -0.058
C 3.408 1.865 -1.216
C 4.324 0.564 -0.821
C 2.524 -0.871 -0.022
H 6.427 -3.173 2.246
H 5.899 -3.776 0.883
H 5.215 -4.431 2.219
H 4.361 -1.980 2.484
H 3.864 -2.991 1.310
H 4.949 -1.965 -0.494
H 5.768 -0.830 0.489
H 4.648 0.910 1.885
H 3.349 -0.045 2.475
H 3.341 2.665 2.122
H 1.971 2.063 1.007
H 4.331 3.020 0.300
H 2.873 3.683 0.061
H 3.751 2.441 -2.013
H 2.429 1.679 -1.439
H 5.281 0.679 -0.710
H 4.307 -0.016 -1.826
H 2.179 -1.272 0.882
H 2.625 -1.621 -0.727
H 1.686 -0.353 -0.578
C -0.984 -0.385 -0.158
O -0.375 0.684 0.444
H -1.844 0.049 -0.626
H -1.075 -1.323 0.501
H -0.234 -0.771 -0.893
C -3.075 0.690 2.982
C -3.487 1.659 1.816
O -3.981 2.776 2.440
C -5.321 3.177 2.609
O -6.152 2.559 2.231
C -5.391 4.492 3.322
F -4.320 5.300 2.942
F -6.531 5.191 3.119
F -5.169 4.232 4.647
H -4.023 0.436 3.477
H -2.274 1.008 3.746
H -2.857 -0.226 2.782
H -4.304 1.101 1.403
H -2.793 1.811 1.006
C 0.413 -0.051 3.950
C 0.125 -1.373 3.350
O 1.175 -2.322 3.732
C 1.211 -3.541 3.170
O 0.200 -4.041 2.547
C 2.367 -4.443 3.598
F 3.498 -3.800 4.151
F 2.123 -5.516 4.399
F 2.916 -4.818 2.399
H -0.220 0.704 3.476
H 1.276 0.502 3.855
H -0.047 0.056 4.891
H 0.253 -1.185 2.152
H -0.805 -1.655 3.749
C -2.098 4.672 -0.310
C -0.960 3.809 -0.750
O -0.180 4.283 -1.815
C 0.475 5.410 -1.633
O 0.818 5.775 -0.514
C 1.045 6.011 -2.898
F 1.075 5.063 -3.895
F 0.256 7.085 -3.189
F 2.214 6.558 -2.855
H -2.878 4.148 0.233
H -2.445 5.110 -1.136
H -1.682 5.292 0.409
H -1.180 2.822 -0.987
H -0.223 3.303 0.024
C 0.786 -3.705 -1.198
C 0.791 -3.080 -2.610
O -0.604 -2.823 -2.949
C -0.911 -2.328 -4.252
O -0.066 -2.289 -5.095
C -2.328 -2.056 -4.478
F -2.950 -1.647 -3.261
F -2.556 -1.145 -5.473
F -2.975 -3.164 -4.803
H 0.097 -4.596 -0.982
H 0.402 -3.017 -0.372
H 1.809 -3.835 -1.025
H 1.306 -3.583 -3.410
H 1.056 -2.162 -2.583
C -3.588 -2.652 -0.418
C -3.436 -2.982 1.033
O -4.673 -2.930 1.751
C -4.739 -2.738 3.116
O -3.795 -2.735 3.868
C -6.141 -2.959 3.621
F -6.086 -4.012 4.529
F -6.559 -1.851 4.377
F -7.023 -3.273 2.677
H -2.576 -2.840 -1.035
H -3.952 -1.527 -0.530
H -4.414 -3.334 -0.876
H -2.815 -2.255 1.376
H -2.856 -4.067 1.376
C -1.739 1.794 -4.045
C -0.428 1.243 -3.589
O 0.334 0.767 -4.770
C 1.646 0.555 -4.835
O 2.354 0.429 -3.761
C 2.284 0.465 -6.170
F 2.066 1.751 -6.805
F 3.660 0.611 -6.082
F 1.815 -0.516 -6.862
H -2.234 1.332 -4.981
H -1.403 2.811 -4.434
H -2.233 1.758 -3.119
H -0.635 0.322 -2.950
H 0.190 1.888 -3.176
*
```

Energy above the lowest of the compared OMol25 structures with the same formula, charge and spin ... 1.830 eV
Energy ... -113124.970 eV
Frontier orbital gap ... 6.59 eV
E_LUMO ... -0.004 Eh

***

> Which of these has the lowest frontier orbital gap?

C34H53F18NO13